[1]
A single C2H5N3OS molecule. Source: the Open Molecules 2025 dataset; level of theory: ωB97M-V with the def2-TZVPD basis set.

SMILES: NC(=O)NC(N)=S
Charge: 0

Last column: natural (NBO) charge in e.
Atoms and positions in Å:
N1 -2.3343 -0.4984 -0.4238  -0.836
C1 -1.0074 -0.6081 0.1811  0.791
O1 -0.6545 -1.3321 1.2328  -0.620
N2 -0.0862 0.2543 -0.3707  -0.709
C2 1.2451 -0.1682 -0.1614  0.225
N3 2.0120 0.9008 0.3922  -0.847
S1 1.9915 -1.5836 -0.3376  -0.023
H1 -2.5872 0.3646 -1.1790  0.405
H2 -3.0026 -1.0657 -0.1513  0.388
H3 -0.1594 1.1100 -0.9085  0.427
H4 3.0167 0.9641 0.6709  0.416
H5 1.5664 1.6623 1.0553  0.384

Forces on the atoms, in the same order (eV/Å):
N 6.11 5.99 -2.84
C -1.82 -1.73 3.40
O -2.67 3.20 -5.66
N 1.54 -1.15 0.09
C 2.73 2.49 2.25
N -1.03 2.88 1.89
S -0.38 -0.65 -0.81
H 1.17 -3.68 3.08
H -3.94 -3.15 1.75
H -0.75 -0.40 0.15
H -1.26 -1.50 -1.10
H 0.30 -2.29 -2.20

---

[2]
A single C2H5N3OS molecule. Source: the Open Molecules 2025 dataset; level of theory: ωB97M-V with the def2-TZVPD basis set.

SMILES: [H]/N=C\N(S)/C=N\O
Charge: 0

Last column: natural (NBO) charge in e.
Atoms and positions in Å:
H1 1.9789 1.5057 1.4425  0.360
N1 2.4085 0.5201 1.1663  -0.670
C1 1.7991 -0.3617 0.6016  0.273
N2 0.5376 -0.1760 0.0305  -0.581
S1 -0.4891 -1.6626 -0.2452  0.107
C2 -0.3868 0.8596 0.4815  0.173
N3 -1.3690 1.3972 -0.0467  -0.146
O1 -1.5072 1.2247 -1.3869  -0.555
H2 2.3118 -1.3699 0.5302  0.196
H3 -1.2103 -1.4234 -1.5234  0.165
H4 -0.3890 1.1938 1.5667  0.194
H5 -2.3223 1.7213 -1.5468  0.483

Forces on the atoms, in the same order (eV/Å):
H 0.73 -2.87 -1.41
N 1.87 5.06 3.42
C -1.40 -2.21 -1.28
N -3.56 -0.79 -1.18
S -0.04 0.85 -1.49
C 2.28 -0.94 3.35
N -0.72 1.29 -0.72
O -0.63 -0.36 -0.92
H -1.12 0.98 -0.47
H 1.69 0.12 2.08
H 0.67 -0.91 -1.10
H 0.23 -0.20 -0.29

---

[3]
A single C2H5N3OS molecule. Source: the Open Molecules 2025 dataset; level of theory: ωB97M-V with the def2-TZVPD basis set.

SMILES: NNC(=S)NC=O
Charge: 0

Last column: natural (NBO) charge in e.
Atoms and positions in Å:
N1 0.1447 -2.1941 -0.5192  -0.658
N2 0.4230 -0.8919 0.1680  -0.460
C1 0.2492 0.1697 -0.6022  0.292
S1 -0.3062 -0.0392 -2.2402  -0.337
N3 0.2339 1.3650 -0.0271  -0.646
C2 -0.3076 1.6437 1.3407  0.523
O1 0.1495 0.7392 2.0761  -0.550
H1 -0.8835 -2.0217 -0.9091  0.355
H2 0.6326 -2.2322 -1.4134  0.369
H3 0.3945 -1.3128 1.2861  0.500
H4 0.0940 2.1617 -0.7719  0.422
H5 -0.8241 2.6127 1.6121  0.189

Forces on the atoms, in the same order (eV/Å):
N -2.63 1.11 0.22
N -0.06 -5.92 1.80
C -1.74 -1.78 -0.84
S 0.98 0.91 0.95
N -2.17 7.07 -0.08
C 4.77 -4.42 -0.62
O -2.91 3.43 0.14
H 2.47 -0.64 0.99
H 0.40 0.44 0.26
H 0.33 3.17 -4.20
H 0.17 -2.23 1.90
H 0.39 -1.15 -0.54

---

Number 1: E_tot -19506.5604 eV. Number 2: E_tot -19504.0854 eV. Number 3: E_tot -19504.9668 eV.